Computed, not measured: a cluster of 2 separate species, C23H23F11NO4PS3 in total in a non-equilibrium geometry, with ωB97M-V with the def2-TZVPD basis set.

Structure (XYZ):
```
66
Properties=species:S:1:pos:R:3:forces:R:3:nbo_charge:R:1
O -1.655 -0.535 3.263 -0.1 -2.8 -1.6 -0.71
C -1.723 -0.729 1.806 -0.5 1.1 -0.9 0.03
C -2.540 0.599 1.202 1.5 0.0 -0.5 -0.47
C -1.362 1.748 0.965 2.3 2.3 -1.3 -0.04
C -0.557 1.652 -0.480 1.1 2.6 2.4 -0.23
C 0.681 2.688 -0.907 -2.6 -0.3 3.8 0.14
C 1.116 3.834 0.182 -2.9 -3.1 0.2 -0.19
C 0.289 3.944 1.612 -1.1 -2.4 -1.5 -0.22
C -0.964 2.926 2.037 1.7 -0.4 -3.5 0.01
C -1.789 3.074 3.478 0.2 0.1 -0.5 -0.46
C -3.390 3.372 3.292 -0.5 -0.2 -0.5 -0.42
C -3.842 4.928 3.565 0.6 -0.7 -0.4 -0.51
S -5.305 5.306 2.404 0.6 -0.4 -0.1 -0.09
S 2.568 4.976 -0.284 -0.3 -2.3 -0.7 0.32
C 3.578 3.896 -1.480 1.0 -3.0 -2.6 -0.15
C 2.772 2.740 -2.318 4.4 -0.1 -1.0 0.15
C 3.663 1.755 -3.334 1.8 2.0 1.4 -0.19
C 5.278 1.890 -3.578 -2.6 2.9 2.7 -0.24
C 6.070 3.082 -2.767 -4.3 -1.2 0.2 -0.20
C 5.209 4.058 -1.717 -1.0 -3.2 -1.4 -0.43
P 6.243 5.416 -0.829 1.5 1.6 -0.5 1.67
O 6.019 5.480 0.897 0.2 -2.3 -3.2 -0.92
O 7.959 5.044 -1.097 -3.2 -2.2 0.8 -0.94
S 5.978 7.174 -1.704 0.0 -1.7 1.2 -0.52
N 1.286 2.462 -2.275 1.3 2.2 1.8 -0.68
C -2.421 -2.150 1.351 0.5 -0.1 -0.5 0.96
F -3.798 -2.298 1.887 4.7 -0.2 -2.0 -0.33
F -1.483 -3.232 1.814 -3.5 2.7 -1.3 -0.36
F -2.430 -2.251 -0.154 -0.3 0.0 4.9 -0.35
H -1.598 -1.463 3.669 0.1 2.0 -0.7 0.49
H -0.659 -0.704 1.271 -2.2 -0.4 1.3 0.23
H -3.409 0.953 1.901 1.9 -0.8 -1.3 0.26
H -2.950 0.324 0.136 0.7 0.6 2.1 0.25
H -0.865 0.809 -1.255 0.8 2.0 1.8 0.24
H 0.555 4.764 2.431 -0.4 -1.9 -2.2 0.25
H -1.341 3.987 4.091 -0.7 -2.2 -1.2 0.23
H -1.694 2.045 4.045 0.1 2.2 -1.1 0.26
H -4.045 2.664 3.996 1.5 1.5 -1.5 0.23
H -3.695 3.119 2.175 0.7 0.5 2.4 0.22
H -2.979 5.695 3.347 -1.7 -1.6 0.5 0.22
H -4.241 5.068 4.664 0.7 -0.2 -2.3 0.24
H -5.007 4.678 1.164 0.2 0.6 1.8 0.14
H 3.109 0.887 -3.936 1.2 2.2 1.6 0.25
H 5.794 1.146 -4.348 -1.1 1.9 2.0 0.25
H 7.225 3.210 -2.963 -2.7 0.0 0.6 0.25
H 5.931 4.525 1.186 0.1 1.4 -0.1 0.49
H 8.090 4.033 -1.078 -0.2 2.1 0.1 0.48
H 0.803 3.093 -2.967 0.7 -0.8 0.9 0.40
F -0.108 -5.615 -2.154 0.3 0.2 0.4 -0.32
C 0.125 -5.397 -0.842 0.9 0.7 -0.2 0.52
F 1.473 -5.473 -0.676 -0.2 -0.2 0.3 -0.33
C -0.582 -6.407 0.058 -0.3 -1.0 0.2 0.59
F -0.098 -7.664 -0.127 0.0 0.4 -0.1 -0.31
F -0.295 -6.090 1.360 -0.1 0.4 -0.5 -0.33
C -2.114 -6.435 -0.073 -0.8 0.0 0.7 -0.14
O -2.659 -7.435 -0.938 0.8 0.6 -1.7 -0.51
C -2.673 -7.100 -2.327 -1.1 0.8 1.8 0.85
F -2.424 -5.777 -2.463 -0.4 -0.6 -0.6 -0.32
F -3.958 -7.281 -2.740 0.8 -0.3 -0.1 -0.32
C -1.733 -7.979 -3.164 0.7 -0.5 -0.5 0.50
F -0.457 -7.933 -2.707 -0.6 -0.2 -0.1 -0.32
F -1.699 -7.562 -4.458 -0.4 0.1 0.4 -0.32
H -0.179 -4.373 -0.600 -0.1 -0.1 0.1 0.15
H -2.503 -6.697 0.918 0.3 -0.1 -0.2 0.23
H -2.534 -5.443 -0.278 0.3 -0.2 -0.1 0.21
H -2.058 -9.023 -3.148 -0.2 0.1 0.1 0.16
```
Forces are in eV/Å.

Summary:
Frontier orbital gap ... 7.40 eV
Net charge ... 0
E_LUMO ... -0.94 eV
SMILES ... O[C@H](Cc1cc2c(cc1CCCS)Sc1c(cccc1P(O)(O)=S)N2)C(F)(F)F.FC(F)C(F)(F)COC(F)(F)C(F)F


Computed, not measured: a cluster of 12 separate species, C38H71Cl3N8O20 in total in a non-equilibrium geometry, with ωB97M-V with the def2-TZVPD basis set.

Structure (XYZ):
```
140
Properties=species:S:1:pos:R:3:forces:R:3:mulliken_charge:R:1
C 28.338 -0.068 -6.746 0.8 -1.1 -0.5 -1.41
C 27.631 1.082 -6.177 -3.0 0.9 0.0 -0.05
C 26.226 1.234 -6.947 1.3 1.1 1.1 -1.07
N 25.334 2.411 -6.422 1.1 -0.2 0.6 0.17
C 25.236 2.353 -4.920 -0.8 -0.9 0.3 -1.14
C 24.001 2.342 -7.182 0.2 1.5 1.1 -0.60
C 24.144 3.354 -8.358 -0.5 -1.9 0.0 -0.56
C 25.384 4.199 -8.061 -0.4 1.1 -0.5 -0.56
C 25.892 3.853 -6.674 -0.2 -1.1 -1.6 -0.53
H 29.286 -0.182 -6.220 0.2 -0.1 -0.4 0.39
H 28.476 0.066 -7.819 0.4 -0.2 0.0 0.36
H 27.790 -0.995 -6.575 -0.1 0.0 -0.1 0.35
H 28.229 1.993 -6.156 -0.1 0.1 -0.1 0.32
H 27.344 0.802 -5.163 0.2 0.4 0.2 0.30
H 25.680 0.305 -6.778 -0.3 0.2 0.1 0.50
H 26.319 1.380 -8.024 0.2 0.1 0.0 0.45
H 26.147 2.621 -4.385 0.1 0.5 -0.7 0.41
H 25.047 1.347 -4.546 -0.4 -0.1 -0.4 0.43
H 24.407 3.001 -4.635 0.2 0.0 0.1 0.47
H 23.311 2.788 -6.466 -0.2 0.0 0.0 0.34
H 23.606 1.340 -7.346 0.7 -0.1 -0.3 0.42
H 23.139 3.772 -8.419 0.4 0.9 0.0 0.36
H 24.241 2.845 -9.317 0.2 -0.2 0.1 0.30
H 25.129 5.258 -8.074 0.0 0.1 0.0 0.36
H 26.143 4.101 -8.837 -0.1 -0.4 0.1 0.35
H 25.494 4.612 -6.000 0.0 -0.8 0.6 0.43
H 26.981 3.819 -6.653 -0.2 -0.1 0.4 0.21
C 18.632 -19.641 -13.756 0.0 -0.7 -0.3 -1.44
C 19.917 -18.767 -13.764 -1.8 -0.3 1.1 -0.09
C 20.638 -19.068 -12.443 2.2 -0.3 -1.4 -0.86
N 21.977 -18.212 -12.261 -1.1 -0.2 0.6 0.12
C 22.880 -18.406 -13.464 -0.8 0.6 0.7 -1.01
C 22.799 -18.625 -11.040 -2.0 -0.6 0.7 -0.59
C 23.483 -17.399 -10.475 0.7 0.9 0.3 -0.62
C 22.936 -16.192 -11.233 -1.4 -0.2 -1.3 -0.58
C 21.653 -16.734 -11.905 0.7 -0.6 -1.0 -0.72
H 18.944 -20.680 -13.648 0.2 -0.2 0.3 0.39
H 18.162 -19.688 -14.738 -0.1 0.6 0.0 0.38
H 17.849 -19.500 -13.011 0.3 0.5 0.1 0.36
H 19.667 -17.706 -13.785 0.0 0.0 -0.5 0.27
H 20.339 -19.150 -14.693 1.0 0.6 0.3 0.31
H 21.018 -20.082 -12.567 0.1 -0.1 0.4 0.47
H 19.991 -19.058 -11.566 0.3 0.6 0.0 0.41
H 23.866 -18.079 -13.134 -0.1 0.3 -0.5 0.51
H 22.434 -17.839 -14.281 0.5 -0.1 -0.1 0.33
H 22.942 -19.468 -13.698 -0.2 0.1 0.1 0.34
H 23.373 -19.529 -11.245 0.2 0.3 -0.1 0.44
H 22.012 -18.887 -10.334 0.1 -0.4 0.2 0.32
H 24.567 -17.425 -10.591 -0.1 -0.1 0.1 0.34
H 23.271 -17.248 -9.416 0.1 -0.5 0.0 0.33
H 23.690 -15.862 -11.947 -0.4 0.3 -0.1 0.31
H 22.487 -15.355 -10.699 1.0 0.1 0.6 0.38
H 21.268 -16.214 -12.782 0.5 0.0 -0.2 0.47
H 20.822 -16.678 -11.201 0.1 -0.7 0.2 0.43
C 28.366 -13.947 -3.112 0.7 -0.7 0.0 -1.06
C 27.421 -13.486 -4.189 -1.1 1.2 0.1 -0.54
N 27.275 -11.998 -4.051 -1.7 0.5 -0.2 0.13
C 26.536 -11.353 -3.072 0.5 2.3 0.5 -0.39
C 26.779 -9.962 -3.143 1.4 -3.7 -2.1 -0.34
N 27.676 -9.854 -4.264 -2.3 -2.0 0.9 0.13
C 27.809 -11.079 -4.849 0.9 0.9 1.6 -0.15
C 28.359 -8.635 -4.564 0.7 0.5 -0.6 -0.75
H 29.226 -13.284 -3.012 0.1 -0.1 -0.3 0.35
H 28.720 -14.944 -3.373 0.1 0.0 0.1 0.36
H 27.942 -14.020 -2.111 -0.4 0.1 -0.2 0.36
H 26.419 -13.899 -4.081 0.0 -0.1 0.2 0.34
H 27.664 -13.673 -5.235 0.6 -0.1 0.2 0.37
H 25.897 -11.862 -2.366 0.2 -0.2 -0.1 0.42
H 26.471 -9.140 -2.513 0.1 0.0 -0.3 0.44
H 28.397 -11.364 -5.709 0.1 0.5 0.0 0.40
H 29.426 -8.847 -4.632 0.0 0.2 0.3 0.37
H 28.137 -8.000 -3.706 0.3 0.4 -0.6 0.24
H 28.076 -8.229 -5.535 -0.4 0.2 0.3 0.34
Cl 26.393 -7.477 -11.411 -0.4 0.5 0.6 1.55
O 27.103 -6.227 -11.063 0.3 -1.6 -0.8 -0.64
O 25.092 -7.357 -10.841 -1.2 -0.1 0.5 -0.63
O 26.229 -7.642 -12.847 0.9 0.2 0.4 -0.63
O 27.022 -8.668 -10.824 0.4 1.0 -0.6 -0.64
Cl 28.939 -21.520 -5.745 -1.0 -1.0 1.2 1.54
O 29.283 -22.745 -6.375 0.3 -1.7 -0.2 -0.63
O 30.212 -20.899 -5.365 -1.5 0.7 -0.2 -0.62
O 28.113 -20.820 -6.708 0.6 1.5 0.2 -0.63
O 28.077 -21.765 -4.555 1.5 0.6 -1.0 -0.65
Cl 22.727 -4.166 -4.667 1.6 0.6 -4.9 1.59
O 22.714 -4.568 -6.077 0.0 1.5 -0.1 -0.66
O 24.112 -4.146 -4.287 0.6 0.3 1.3 -0.66
O 22.140 -2.862 -4.463 -0.1 0.1 0.2 -0.66
O 22.002 -5.176 -4.069 -2.0 -2.3 3.6 -0.62
C 31.606 -15.892 -11.255 0.3 0.1 0.0 -0.66
N 30.175 -15.465 -11.322 0.0 -1.4 -2.1 0.82
O 29.815 -14.631 -10.548 -0.5 0.5 0.7 -0.48
O 29.495 -15.961 -12.232 0.5 0.5 1.2 -0.52
H 31.789 -16.324 -10.271 0.0 0.2 0.0 0.28
H 32.148 -14.957 -11.399 0.2 -0.2 0.2 0.28
H 31.863 -16.611 -12.032 -0.4 0.2 0.1 0.29
C 21.343 -8.796 1.149 1.0 -0.7 0.0 -0.62
N 22.323 -8.852 2.309 -1.9 0.2 0.8 0.85
O 21.857 -8.964 3.431 -0.1 -0.1 -0.3 -0.52
O 23.485 -8.736 2.073 1.4 0.0 -0.6 -0.52
H 21.977 -9.076 0.309 -0.4 0.4 -0.2 0.28
H 20.954 -7.779 1.085 0.0 -0.3 0.0 0.27
H 20.593 -9.573 1.298 -0.1 0.4 0.2 0.27
C 22.044 -20.830 -4.355 -0.9 -0.3 -0.2 -0.70
N 22.272 -19.928 -3.235 -0.9 0.7 2.7 0.77
O 22.646 -18.788 -3.569 -0.4 -2.1 1.6 -0.47
O 21.908 -20.347 -2.078 1.6 1.9 -3.4 -0.47
H 22.996 -21.135 -4.789 -0.2 0.2 -0.1 0.29
H 21.403 -20.187 -4.957 0.4 -0.4 -0.8 0.28
H 21.423 -21.663 -4.026 0.5 0.0 0.1 0.31
C 31.931 -19.845 -0.067 0.8 0.1 0.8 -0.61
N 32.309 -19.098 1.211 -1.9 0.1 2.4 0.77
O 32.645 -17.918 1.140 -0.1 -1.8 -0.1 -0.49
O 32.106 -19.716 2.305 0.9 1.5 -3.0 -0.50
H 32.172 -19.180 -0.897 0.2 -0.4 0.1 0.30
H 30.888 -20.158 -0.095 0.0 0.4 0.5 0.27
H 32.521 -20.753 0.063 0.1 0.1 -0.7 0.26
C 28.123 -15.076 4.228 0.1 1.5 -2.6 -0.25
C 28.159 -15.853 5.301 0.0 -1.3 2.4 -0.43
C 27.235 -15.708 6.366 2.3 -2.2 -0.8 -0.28
C 26.217 -14.855 6.256 -1.3 2.3 -1.1 -0.45
C 26.126 -14.078 5.062 1.0 0.4 -0.3 -0.24
C 27.122 -14.122 4.064 -1.4 -0.4 1.6 -0.44
H 28.845 -15.211 3.437 0.2 0.0 0.0 0.34
H 28.958 -16.576 5.376 0.0 -0.2 0.2 0.35
H 27.392 -16.425 7.158 -0.3 0.3 0.5 0.33
H 25.549 -14.645 7.078 -0.3 -0.2 -0.1 0.35
H 25.360 -13.334 4.902 -0.3 -0.1 0.4 0.34
H 27.073 -13.427 3.239 0.0 -0.2 -0.2 0.37
C 35.007 -14.029 -3.041 -3.1 -1.1 -1.1 -0.42
C 34.728 -15.217 -3.712 1.8 -0.8 -0.2 -0.32
C 35.827 -15.992 -4.214 -3.1 0.6 0.8 -0.46
C 37.076 -15.514 -4.057 2.8 2.0 0.8 -0.27
C 37.358 -14.244 -3.430 -2.2 -0.9 -0.1 -0.47
C 36.247 -13.545 -2.908 3.3 0.4 -0.2 -0.17
H 34.152 -13.429 -2.770 0.0 0.1 0.5 0.31
H 33.724 -15.606 -3.800 -0.1 0.1 -0.1 0.38
H 35.593 -16.948 -4.658 0.3 -0.1 -0.1 0.38
H 37.935 -16.088 -4.371 0.0 -0.1 -0.2 0.33
H 38.331 -13.787 -3.328 0.2 -0.4 -0.1 0.37
H 36.394 -12.604 -2.400 0.1 0.1 0.0 0.34
```
Forces are in eV/Å.

Summary:
Frontier orbital gap ... 6.03 eV
Net charge ... 0
E_LUMO ... -0.92 eV